# 1
{"formula": "C3H6N2O", "method": "the ωB97M-V functional and the def2-TZVPD basis", "homo_ev": -9.6935, "e_lumo_ev": 0.79, "e_tot_ev": -8235.752, "smiles": "[H]/N=C/N(C)C=O", "multiplicity": 1, "relative_energy_kcal_mol": 21.8, "orbital_gap_ev": 10.49, "elements": ["H", "N", "C", "N", "C", "C", "O", "H", "H", "H", "H", "H"], "coordinates": [[-2.8209, -0.6832, -0.7925], [-2.1197, -0.0242, -0.4611], [-0.9843, -0.5829, -0.3658], [0.1646, 0.1156, 0.0032], [1.3827, -0.5950, 0.3664], [0.1591, 1.5003, 0.0838], [1.0891, 2.1349, 0.5333], [-0.7804, -1.6450, -0.5615], [2.2144, 0.1082, 0.3023], [1.5594, -1.4241, -0.3256], [1.3389, -0.9847, 1.3890], [-0.7654, 1.9424, -0.3184]], "forces_ev_per_a": [[0.1, 0.1, 0.1], [0.2, -0.2, -0.1], [-0.1, 0.0, -0.1], [0.0, 0.1, 0.0], [0.1, -0.1, 0.0], [0.2, 0.1, 0.1], [-0.4, -0.2, -0.2], [-0.1, 0.2, 0.0], [-0.1, -0.1, 0.0], [-0.1, 0.1, 0.1], [0.0, 0.1, -0.1], [0.2, -0.1, 0.1]]}

---

# 2
{"formula": "C3H6N2O", "method": "the ωB97M-V functional and the def2-TZVPD basis", "homo_ev": -9.5324, "e_lumo_ev": -0.22, "e_tot_ev": -8234.116, "smiles": "[H]/N=C(/C=O)NC", "multiplicity": 1, "relative_energy_kcal_mol": 59.6, "orbital_gap_ev": 9.31, "elements": ["H", "N", "C", "C", "O", "N", "C", "H", "H", "H", "H", "H"], "coordinates": [[0.1728, 1.9454, -0.3460], [0.6930, 1.8401, 0.5841], [0.6592, 0.5836, 0.4052], [1.2200, -0.4928, 1.2914], [1.1327, -1.6564, 0.9716], [-0.0119, 0.2446, -0.8189], [-1.2926, -0.4251, -0.7197], [1.7137, -0.1788, 2.2308], [0.6062, -0.1360, -1.5188], [-1.8567, 0.0066, 0.1163], [-1.1749, -1.4979, -0.5608], [-1.8615, -0.2332, -1.6353]], "forces_ev_per_a": [[0.6, 1.8, 1.3], [-0.2, -0.5, -0.4], [-0.3, 0.0, -0.6], [0.0, -0.3, -0.1], [0.1, 0.6, 0.2], [0.2, -0.6, -0.3], [-0.2, -0.3, 0.0], [-0.1, 0.1, -0.2], [0.0, -0.4, 0.0], [0.1, -0.1, -0.2], [-0.3, -0.1, 0.0], [0.1, -0.2, 0.2]]}

---

# 3
{"formula": "C3H6N2O", "method": "the ωB97M-V functional and the def2-TZVPD basis", "homo_ev": -9.6189, "e_lumo_ev": 0.99, "e_tot_ev": -8233.126, "smiles": "[H]/N=C\\O/N=C/C", "multiplicity": 1, "relative_energy_kcal_mol": 82.4, "orbital_gap_ev": 10.61, "elements": ["H", "N", "C", "O", "N", "C", "C", "H", "H", "H", "H", "H"], "coordinates": [[1.2080, 1.4922, -0.5384], [2.0539, 1.1541, -0.0855], [2.1206, -0.0602, 0.1657], [1.3977, -1.1924, -0.4162], [0.0732, -0.9754, -0.6773], [-0.5778, -0.3005, 0.1895], [-1.9942, 0.0594, -0.0807], [2.9952, -0.4753, 0.6556], [-0.2227, -0.1633, 1.2136], [-2.2807, -0.2657, -1.0775], [-2.1254, 1.1390, -0.0019], [-2.6478, -0.4121, 0.6530]], "forces_ev_per_a": [[0.1, -0.3, -0.3], [-0.6, 0.5, 0.7], [0.5, -1.8, -1.6], [1.1, 1.3, 2.0], [-1.1, 1.2, -0.6], [-0.1, -1.3, 0.1], [-0.1, -0.1, -0.1], [-0.1, -0.1, 0.1], [0.5, 0.5, -0.2], [0.0, 0.0, 0.0], [0.0, 0.0, 0.0], [-0.1, 0.0, 0.1]]}

---

# 4
{"formula": "C3H6N2O", "method": "the ωB97M-V functional and the def2-TZVPD basis", "homo_ev": -8.2356, "e_lumo_ev": 0.39, "e_tot_ev": -8231.996, "multiplicity": 1, "relative_energy_kcal_mol": 108.4, "orbital_gap_ev": 8.62, "elements": ["N", "C", "C", "O", "C", "N", "H", "H", "H", "H", "H", "H"], "coordinates": [[-1.4691, -0.7454, 0.4640], [-1.2161, 0.2373, -0.4332], [0.9823, 0.7278, 0.1568], [1.0755, -0.0865, 1.2586], [1.6923, 0.2787, -1.0264], [2.2150, -0.0910, -1.9942], [-1.9819, -0.5090, 1.3035], [-1.5635, -1.7104, 0.1710], [-0.9246, -0.1653, -1.4066], [-0.3988, 1.0562, -0.0881], [1.2294, 1.7620, 0.4100], [0.3594, -0.7544, 1.1847]], "forces_ev_per_a": [[-0.3, 0.0, 0.0], [0.3, -0.3, 0.1], [0.2, 0.1, -0.1], [-0.1, -0.1, 0.0], [0.4, -0.3, -0.8], [-0.5, 0.3, 0.9], [0.1, -0.1, -0.1], [0.1, 0.1, 0.0], [-0.1, 0.1, 0.1], [-0.2, 0.2, 0.0], [0.0, -0.1, -0.1], [0.1, 0.1, 0.1]]}

---

# 5
{"formula": "C3H6N2O", "method": "the ωB97M-V functional and the def2-TZVPD basis", "homo_ev": -10.0121, "e_lumo_ev": 0.65, "e_tot_ev": -8235.268, "smiles": "N#C[C@H](O)CN", "multiplicity": 1, "relative_energy_kcal_mol": 33.0, "orbital_gap_ev": 10.66, "elements": ["N", "C", "C", "O", "C", "N", "H", "H", "H", "H", "H", "H"], "coordinates": [[-2.1781, -2.0163, 0.7494], [-1.2185, -1.3753, 0.6701], [-0.0433, -0.4839, 0.5546], [-0.0800, 0.5263, 1.5417], [0.0518, 0.1130, -0.8638], [1.1166, 1.0841, -1.0002], [0.8600, -1.0659, 0.7669], [-0.9229, 0.9940, 1.4684], [-0.9035, 0.5976, -1.1027], [0.1872, -0.6909, -1.5954], [1.1091, 1.6912, -0.1857], [2.0214, 0.6262, -1.0032]], "forces_ev_per_a": [[0.9, 0.6, -0.1], [-0.8, -0.5, 0.1], [0.1, -0.1, -0.1], [-0.2, 0.1, 0.0], [-0.2, -0.1, -0.1], [0.1, 0.0, 0.2], [-0.1, 0.0, 0.0], [0.1, 0.0, 0.1], [0.1, -0.1, 0.1], [0.0, 0.1, 0.1], [0.0, 0.1, -0.1], [0.0, 0.0, -0.1]]}

---

# 6
{"formula": "C3H6N2O", "method": "the ωB97M-V functional and the def2-TZVPD basis", "homo_ev": -7.1292, "e_lumo_ev": 0.81, "e_tot_ev": -8230.377, "multiplicity": 1, "relative_energy_kcal_mol": 145.8, "orbital_gap_ev": 7.94, "elements": ["O", "N", "C", "C", "N", "C", "H", "H", "H", "H", "H", "H"], "coordinates": [[2.2692, -0.6716, 0.8997], [1.5099, 0.5088, 0.6796], [0.6096, 0.1789, -0.1726], [-0.5869, 1.0319, -0.5609], [-1.5789, -0.0457, -0.3227], [-0.9281, -0.9647, 0.3458], [3.0498, -0.3490, 1.3609], [-0.5735, 1.3062, -1.6224], [-0.7404, 1.9233, 0.0532], [-2.4084, -0.1579, -0.9073], [0.7552, -0.6514, -0.8849], [-1.2776, -1.9949, 0.3027]], "forces_ev_per_a": [[0.5, 0.1, -0.2], [-0.5, 0.1, -0.1], [0.7, 0.5, -0.3], [0.1, 0.1, 0.0], [0.3, -0.3, 0.0], [-0.8, -0.3, 0.1], [-0.1, 0.0, 0.0], [-0.1, 0.0, 0.2], [0.0, -0.2, 0.0], [0.2, 0.0, 0.1], [0.3, 0.2, 0.2], [-0.9, -0.1, 0.0]]}

---

# 7
{"formula": "C3H6N2O", "method": "the ωB97M-V functional and the def2-TZVPD basis", "homo_ev": -9.5736, "e_lumo_ev": 0.15, "e_tot_ev": -8233.362, "smiles": "C=N/N=C\\CO", "multiplicity": 1, "relative_energy_kcal_mol": 77.0, "orbital_gap_ev": 9.72, "elements": ["C", "N", "N", "C", "C", "O", "H", "H", "H", "H", "H", "H"], "coordinates": [[-1.3150, 1.8427, 0.3524], [-0.4754, 0.9294, -0.0025], [-0.5992, -0.0886, 0.9277], [0.2337, -1.0604, 0.7439], [1.2196, -1.0441, -0.4811], [0.6161, -0.6584, -1.6702], [-1.4703, 2.7756, -0.2018], [-2.0403, 1.7138, 1.2287], [0.0832, -1.9634, 1.3565], [2.0645, -0.4509, -0.2445], [1.5691, -2.0960, -0.6463], [0.1139, 0.1002, -1.3629]], "forces_ev_per_a": [[-0.8, 0.0, 0.2], [-1.7, 2.4, 1.2], [1.0, -2.7, 0.7], [-0.6, 1.0, -1.5], [-0.7, -2.8, 0.8], [0.0, -0.4, -0.3], [0.5, -0.5, -0.2], [1.4, -0.1, -1.1], [0.4, 0.6, -0.1], [1.0, 0.8, 0.4], [-0.1, 0.8, 0.3], [-0.3, 0.8, -0.6]]}

---

# 8
{"formula": "C3H6N2O", "method": "the ωB97M-V functional and the def2-TZVPD basis", "homo_ev": -9.6910, "e_lumo_ev": 0.03, "e_tot_ev": -8234.819, "smiles": "[H]/N=C(/C=O)NC", "multiplicity": 1, "relative_energy_kcal_mol": 43.3, "orbital_gap_ev": 9.72, "elements": ["H", "N", "C", "C", "O", "N", "C", "H", "H", "H", "H", "H"], "coordinates": [[-1.3004, -2.1724, 0.2440], [-1.6630, -1.2960, -0.1427], [-0.8091, -0.3763, 0.0335], [-1.3142, 1.0216, -0.2703], [-0.8222, 2.0140, 0.2097], [0.4774, -0.5533, 0.6125], [1.5664, 0.0069, -0.1957], [-2.2408, 1.0482, -0.8728], [0.4916, -0.1700, 1.5547], [2.0001, -0.7679, -0.8416], [2.3341, 0.3729, 0.4792], [1.2800, 0.8722, -0.8104]], "forces_ev_per_a": [[0.1, 0.0, -0.3], [0.2, 0.2, 0.3], [-0.2, -0.2, 0.2], [0.0, 0.3, 0.2], [-0.1, -0.4, -0.3], [-0.2, 0.1, 0.0], [0.3, 0.1, -0.1], [0.1, 0.0, 0.0], [0.0, 0.0, -0.3], [-0.1, 0.2, 0.1], [0.2, -0.1, 0.0], [-0.1, -0.3, 0.1]]}

---

# 9
{"formula": "C3H6N2O2", "method": "the ωB97M-V functional and the def2-TZVPD basis", "homo_ev": -9.4945, "e_lumo_ev": 0.71, "e_tot_ev": -10282.222, "multiplicity": 1, "relative_energy_kcal_mol": 59.4, "orbital_gap_ev": 10.20, "elements": ["N", "C", "O", "C", "O", "C", "N", "H", "H", "H", "H", "H", "H"], "coordinates": [[1.4718, 0.9791, 0.4264], [0.4798, -0.0239, 0.3373], [1.1776, -1.2416, 0.2917], [-0.6189, 0.1213, 1.4033], [-1.6520, -0.0595, 0.4119], [-0.7643, -0.0863, -0.6252], [-1.1099, -0.2604, -1.8214], [2.2307, 0.8983, -0.2308], [1.1671, 1.9221, 0.6044], [-0.6835, 1.1237, 1.8394], [-0.6304, -0.6479, 2.1767], [0.6860, -1.8616, -0.2612], [-0.3160, -0.2733, -2.4559]], "forces_ev_per_a": [[0.0, 0.1, -0.1], [0.0, 0.1, 0.2], [-0.1, -0.2, -0.1], [0.1, 0.0, 0.4], [-0.1, 0.0, -0.1], [-0.2, -0.1, -0.5], [0.3, 0.2, 0.4], [-0.1, 0.1, -0.1], [-0.1, -0.1, -0.2], [0.0, -0.2, 0.0], [-0.1, 0.0, -0.1], [0.1, 0.0, 0.1], [0.1, 0.0, 0.1]]}

---

# 10
{"formula": "C3H6N2O2", "method": "the ωB97M-V functional and the def2-TZVPD basis", "homo_ev": -9.6981, "e_lumo_ev": 0.70, "e_tot_ev": -10282.144, "multiplicity": 1, "relative_energy_kcal_mol": 61.2, "orbital_gap_ev": 10.40, "elements": ["C", "N", "C", "C", "O", "N", "O", "H", "H", "H", "H", "H", "H"], "coordinates": [[-1.2698, 0.8928, -0.8926], [0.5811, 0.3415, 0.9831], [1.3529, -0.3061, 0.1465], [-0.9796, -0.1715, 0.0953], [2.6726, -0.4513, 0.3997], [-1.7400, -0.9588, 0.6443], [0.7835, -0.9420, -0.7786], [3.0606, -0.9519, -0.3296], [0.9814, 0.7079, 1.8356], [-1.3913, -1.6396, 1.3036], [-0.3998, 1.1177, -1.5011], [-2.0807, 0.5615, -1.5407], [-1.5710, 1.7998, -0.3657]], "forces_ev_per_a": [[0.1, 0.2, -0.2], [-0.8, -0.2, -1.1], [-0.4, -2.0, -0.2], [0.2, 1.2, 1.8], [-0.1, 0.6, -0.1], [0.3, -0.4, -0.7], [1.1, 0.5, 0.0], [-0.2, -0.1, 0.0], [-0.4, 0.2, 0.1], [0.1, 0.2, 0.2], [0.0, 0.0, 0.1], [0.0, 0.0, 0.1], [0.0, -0.1, 0.0]]}